[1]
A cluster of 7 separate species, C63H133N7O7 in total at a distorted geometry, computed with ωB97M-V/def2-TZVPD.

Structure (ORCA input):
```
! wB97M-V def2-TZVPD RIJCOSX def2/J DEFGRID3
* xyz 0 1
C -6.748 4.667 21.957
C -6.612 4.691 20.443
C -8.000 4.960 19.815
C -5.689 5.821 19.945
C -5.218 5.587 18.496
C -4.717 4.182 18.276
C -5.624 3.002 18.675
C -6.724 2.717 17.638
C -4.670 1.793 18.747
N -6.225 3.346 19.948
O -6.624 2.263 20.731
H -7.013 5.577 22.495
H -7.505 3.915 22.179
H -5.791 4.337 22.353
H -8.741 4.499 20.476
H -8.282 6.019 19.707
H -8.313 4.668 18.811
H -6.308 6.715 19.962
H -4.747 5.886 20.498
H -6.088 5.716 17.839
H -4.463 6.340 18.280
H -3.730 4.170 18.751
H -4.570 4.093 17.194
H -7.538 2.060 17.934
H -6.312 2.404 16.671
H -7.185 3.654 17.309
H -3.925 1.813 17.953
H -5.158 0.819 18.770
H -4.107 1.912 19.681
H -5.855 1.980 21.253
C -3.557 11.550 14.722
C -3.957 10.400 15.681
C -5.280 9.774 15.272
C -2.896 9.291 15.410
C -2.693 8.281 16.547
C -2.542 9.048 17.873
C -3.689 10.018 18.279
C -4.877 9.150 18.678
C -3.287 11.018 19.368
N -3.958 10.807 17.069
O -4.963 11.774 17.289
H -2.583 11.952 15.001
H -3.653 11.286 13.674
H -4.244 12.364 14.976
H -6.189 10.351 15.468
H -5.367 9.469 14.226
H -5.486 8.862 15.839
H -3.259 8.758 14.524
H -1.938 9.646 15.025
H -3.503 7.551 16.614
H -1.796 7.735 16.250
H -1.588 9.576 17.787
H -2.451 8.244 18.608
H -4.711 8.293 19.334
H -5.359 8.725 17.800
H -5.613 9.740 19.232
H -2.672 11.793 18.899
H -2.600 10.540 20.071
H -4.067 11.540 19.918
H -4.513 12.554 17.638
C -9.399 0.366 13.018
C -8.033 0.692 12.363
C -6.859 0.258 13.261
C -7.965 -0.078 11.005
C -7.039 0.593 9.974
C -7.546 2.038 9.782
C -7.323 2.806 11.071
C -5.790 2.985 11.243
C -7.859 4.255 10.770
N -7.999 2.155 12.158
O -8.203 2.971 13.261
H -9.484 1.002 13.898
H -10.160 0.549 12.263
H -9.401 -0.681 13.321
H -7.158 -0.762 13.523
H -5.912 0.372 12.738
H -6.735 0.750 14.228
H -7.425 -1.016 11.175
H -8.921 -0.405 10.597
H -6.014 0.515 10.336
H -7.086 0.046 9.029
H -8.618 1.867 9.651
H -7.097 2.574 8.951
H -5.267 3.111 10.290
H -5.246 2.145 11.683
H -5.495 3.824 11.877
H -7.548 4.595 9.790
H -7.435 4.762 11.639
H -8.938 4.368 10.882
H -9.135 3.232 13.277
C -5.561 -1.303 23.913
C -4.448 -0.351 24.468
C -3.643 -0.987 25.617
C -3.582 -0.153 23.203
C -2.647 1.014 23.358
C -3.486 2.272 23.587
C -4.436 2.202 24.807
C -3.641 2.381 26.099
C -5.551 3.250 24.617
N -5.121 0.904 24.764
O -6.061 0.781 25.828
H -6.109 -0.840 23.091
H -5.116 -2.241 23.584
H -6.334 -1.466 24.669
H -4.093 -0.640 26.552
H -3.618 -2.071 25.572
H -2.673 -0.493 25.690
H -2.947 -1.036 23.075
H -4.221 -0.082 22.323
H -1.873 0.859 24.110
H -2.085 1.148 22.427
H -4.118 2.541 22.734
H -2.814 3.120 23.748
H -3.091 3.306 26.280
H -3.139 1.527 26.551
H -4.440 2.491 26.852
H -6.235 2.757 23.928
H -5.084 4.185 24.337
H -6.145 3.313 25.530
H -6.849 0.516 25.340
C -3.788 6.254 24.526
C -3.630 7.658 23.925
C -2.335 7.692 23.091
C -4.856 7.959 23.018
C -5.035 9.402 22.531
C -5.041 10.265 23.794
C -3.891 10.080 24.750
C -2.639 10.780 24.204
C -4.352 10.684 26.085
N -3.758 8.636 25.045
O -2.685 8.378 25.992
H -3.294 6.095 25.481
H -4.854 6.166 24.756
H -3.525 5.482 23.805
H -1.404 7.482 23.619
H -2.399 6.870 22.372
H -2.224 8.630 22.549
H -4.754 7.276 22.164
H -5.861 7.634 23.300
H -4.200 9.652 21.871
H -5.916 9.409 21.890
H -6.045 10.109 24.191
H -5.014 11.269 23.355
H -1.764 10.694 24.851
H -2.889 11.843 24.229
H -2.357 10.461 23.205
H -4.367 11.775 25.975
H -3.674 10.439 26.901
H -5.385 10.472 26.355
H -3.247 7.939 26.639
C -11.183 -1.502 20.859
C -10.463 -1.145 22.182
C -9.396 -2.205 22.518
C -9.723 0.205 22.004
C -9.430 0.810 23.355
C -10.699 0.956 24.186
C -11.382 -0.391 24.492
C -10.596 -1.248 25.506
C -12.767 -0.001 25.047
N -11.529 -1.087 23.191
O -12.252 -2.310 23.336
H -10.608 -1.066 20.027
H -11.157 -2.547 20.546
H -12.132 -0.994 20.683
H -9.811 -3.179 22.786
H -8.693 -2.321 21.692
H -8.851 -1.957 23.431
H -8.831 0.038 21.402
H -10.352 0.918 21.463
H -8.671 0.296 23.953
H -8.949 1.775 23.156
H -11.411 1.666 23.768
H -10.494 1.289 25.210
H -10.924 -2.285 25.414
H -10.818 -0.961 26.535
H -9.517 -1.249 25.355
H -13.444 -0.845 24.904
H -13.227 0.863 24.571
H -12.675 0.219 26.112
H -12.823 -2.220 22.562
C -10.777 9.223 24.137
C -9.725 8.033 24.074
C -9.533 7.647 22.614
C -8.409 8.509 24.584
C -8.341 8.672 26.122
C -8.751 7.378 26.799
C -10.033 6.701 26.208
C -9.934 5.194 26.451
C -11.255 7.268 26.976
N -10.171 6.797 24.728
O -11.480 6.443 24.296
H -11.298 9.381 25.078
H -10.304 10.113 23.733
H -11.578 8.911 23.460
H -8.924 8.372 22.064
H -8.924 6.740 22.567
H -10.434 7.400 22.054
H -7.592 7.838 24.304
H -8.088 9.502 24.264
H -7.344 8.977 26.439
H -9.053 9.451 26.412
H -8.953 7.665 27.830
H -7.959 6.635 26.683
H -9.187 4.669 25.855
H -10.911 4.765 26.225
H -9.624 5.004 27.484
H -11.368 8.350 26.841
H -11.115 7.395 28.059
H -12.181 6.703 26.887
H -11.992 7.183 24.665
*
```

Structure (SMILES): CC1(C)CCCC(C)(C)N1O.CC1(C)CCCC(C)(C)N1O.CC1(C)CCCC(C)(C)N1O.CC1(C)CCCC(C)(C)N1O.CC1(C)CCCC(C)(C)N1O.CC1(C)CCCC(C)(C)N1O.CC1(C)CCCC(C)(C)N1O
Calculated total energy in Eh: -3389.73135
M in g/mol: 1100.80
HOMO in eV: -7.67

[2]
A cluster of 8 separate species, C63H140BF4N7 in total at a distorted geometry, computed with ωB97M-V/def2-TZVPD.

Structure (ORCA input):
```
! wB97M-V def2-TZVPD RIJCOSX def2/J DEFGRID3
* xyz 7 2
C -4.761 3.084 2.321
C -3.409 2.445 2.750
C -3.658 1.570 4.030
N -2.464 0.858 4.742
C -3.137 -0.059 5.824
C -2.126 -0.784 6.765
C -1.147 0.215 7.394
C -0.451 1.097 6.407
C -1.615 1.866 5.608
C -1.589 0.006 3.716
H -4.647 3.740 1.458
H -5.137 3.713 3.128
H -5.425 2.254 2.082
H -2.570 3.123 2.907
H -3.078 1.664 2.065
H -4.382 0.805 3.748
H -4.182 2.080 4.838
H -3.698 0.681 6.396
H -3.731 -0.796 5.284
H -2.551 -1.417 7.544
H -1.591 -1.490 6.131
H -1.668 0.724 8.205
H -0.373 -0.366 7.896
H 0.036 1.946 6.887
H 0.207 0.440 5.838
H -2.109 2.499 6.346
H -1.157 2.464 4.820
H -2.348 -0.673 3.326
H -0.817 -0.564 4.233
H -1.190 0.632 2.919
C 3.838 -1.734 -0.775
C 4.887 -1.220 -1.729
C 4.818 -1.886 -3.135
N 5.865 -1.396 -4.181
C 7.359 -1.820 -3.822
C 7.579 -3.391 -3.910
C 7.256 -3.866 -5.294
C 5.798 -3.537 -5.583
C 5.505 -2.066 -5.553
C 5.901 0.144 -4.386
H 3.799 -1.140 0.138
H 3.923 -2.818 -0.702
H 2.882 -1.446 -1.213
H 5.938 -1.242 -1.439
H 4.617 -0.181 -1.919
H 3.839 -1.626 -3.537
H 4.988 -2.958 -3.033
H 7.586 -1.390 -2.846
H 8.086 -1.312 -4.456
H 7.027 -3.929 -3.140
H 8.636 -3.567 -3.708
H 7.401 -4.938 -5.429
H 7.932 -3.358 -5.982
H 5.137 -4.100 -4.924
H 5.469 -3.965 -6.530
H 4.472 -1.721 -5.611
H 6.092 -1.554 -6.315
H 6.073 0.620 -3.420
H 4.961 0.479 -4.825
H 6.646 0.417 -5.133
C 8.478 -0.296 1.589
C 7.684 0.891 2.189
C 6.153 0.664 1.887
N 5.182 1.740 2.453
C 3.746 1.258 2.096
C 3.252 0.016 2.981
C 3.633 0.152 4.447
C 5.038 0.655 4.733
C 5.336 1.945 3.992
C 5.395 3.057 1.813
H 9.557 -0.361 1.731
H 8.476 -0.131 0.511
H 8.018 -1.254 1.828
H 8.117 1.836 1.861
H 7.836 0.826 3.267
H 5.743 -0.239 2.339
H 5.982 0.615 0.812
H 3.795 1.048 1.027
H 3.160 2.154 2.298
H 3.694 -0.907 2.605
H 2.211 -0.244 2.794
H 3.628 -0.824 4.933
H 2.937 0.833 4.937
H 5.782 -0.100 4.478
H 5.144 0.900 5.790
H 6.393 2.128 4.185
H 4.623 2.711 4.295
H 5.299 3.010 0.729
H 6.396 3.433 2.022
H 4.667 3.744 2.245
C -3.751 -3.233 -4.865
C -3.993 -3.593 -3.381
C -4.153 -2.308 -2.463
N -4.452 -2.658 -0.974
C -5.811 -3.496 -0.827
C -6.348 -3.565 0.612
C -6.357 -2.276 1.368
C -4.961 -1.579 1.294
C -4.430 -1.288 -0.130
C -3.355 -3.631 -0.442
H -2.745 -2.851 -5.042
H -4.403 -2.443 -5.238
H -3.788 -4.121 -5.496
H -3.067 -4.093 -3.095
H -4.695 -4.386 -3.125
H -5.057 -1.742 -2.689
H -3.212 -1.763 -2.393
H -6.464 -2.895 -1.460
H -5.566 -4.510 -1.144
H -7.370 -3.943 0.658
H -5.758 -4.295 1.165
H -7.087 -1.581 0.954
H -6.699 -2.546 2.367
H -4.951 -0.611 1.794
H -4.292 -2.116 1.966
H -5.216 -0.674 -0.568
H -3.444 -0.827 -0.177
H -2.490 -2.976 -0.337
H -3.126 -4.454 -1.119
H -3.615 -3.999 0.551
C 1.320 1.489 -3.988
C 2.062 2.358 -2.975
C 1.556 2.348 -1.530
N 1.398 3.785 -0.937
C 2.788 4.462 -0.820
C 2.669 5.870 -0.225
C 2.097 5.729 1.201
C 0.746 4.980 1.211
C 0.786 3.665 0.483
C 0.506 4.645 -1.885
H 1.788 1.624 -4.963
H 0.269 1.751 -4.103
H 1.392 0.456 -3.647
H 2.170 3.348 -3.418
H 3.116 2.082 -2.955
H 2.069 1.807 -0.735
H 0.604 1.819 -1.538
H 3.256 3.724 -0.169
H 3.377 4.394 -1.734
H 3.670 6.300 -0.254
H 1.989 6.469 -0.830
H 2.816 5.195 1.821
H 1.895 6.674 1.706
H 0.567 4.731 2.257
H -0.160 5.538 0.973
H 1.439 3.060 1.112
H -0.194 3.250 0.250
H -0.318 4.034 -2.254
H 0.972 5.015 -2.799
H 0.155 5.570 -1.428
C 1.365 -4.400 -1.756
C 1.148 -5.146 -0.445
C 1.067 -4.169 0.777
N 0.546 -4.709 2.189
C 0.848 -3.592 3.242
C 0.281 -3.930 4.645
C -1.223 -4.152 4.518
C -1.639 -5.313 3.553
C -1.009 -5.113 2.166
C 1.252 -6.041 2.497
H 1.773 -3.413 -1.538
H 0.410 -4.125 -2.204
H 2.006 -4.898 -2.485
H 1.917 -5.889 -0.236
H 0.213 -5.699 -0.540
H 0.338 -3.386 0.572
H 2.021 -3.686 0.991
H 0.467 -2.635 2.884
H 1.936 -3.573 3.304
H 0.486 -3.121 5.346
H 0.750 -4.694 5.264
H -1.577 -3.180 4.175
H -1.560 -4.283 5.546
H -2.722 -5.292 3.430
H -1.382 -6.302 3.933
H -1.507 -4.327 1.599
H -1.069 -5.935 1.452
H 1.208 -6.428 3.514
H 2.306 -5.885 2.265
H 0.808 -6.827 1.885
C -2.718 2.042 -2.318
C -4.198 2.136 -2.736
C -4.510 3.618 -3.276
N -6.037 3.848 -3.607
C -6.112 5.327 -4.174
C -7.414 5.785 -4.755
C -7.991 4.756 -5.727
C -8.082 3.339 -5.183
C -6.695 2.826 -4.644
C -6.834 3.905 -2.293
H -2.479 0.996 -2.123
H -2.505 2.446 -1.328
H -1.964 2.320 -3.055
H -4.721 1.874 -1.816
H -4.475 1.286 -3.359
H -4.045 3.661 -4.261
H -4.276 4.469 -2.637
H -5.419 5.498 -4.997
H -5.811 6.050 -3.416
H -7.315 6.743 -5.266
H -8.041 5.982 -3.886
H -7.411 4.746 -6.651
H -8.940 5.178 -6.057
H -8.377 2.674 -5.995
H -8.706 3.243 -4.294
H -5.975 2.703 -5.452
H -6.688 1.840 -4.181
H -6.844 2.847 -2.030
H -7.807 4.324 -2.550
H -6.375 4.497 -1.501
B -0.313 -0.594 0.258
F 1.011 -0.986 0.235
F -0.505 0.681 0.689
F -0.930 -0.712 -0.960
F -1.001 -1.440 1.132
*
```

Calculated total energy in Eh: -3289.18244
M in g/mol: 1082.67
HOMO (alpha / beta) in eV: -22.72 / -22.72
<S²>: 0.752

Among the records above, which one has the highest M? C63H133N7O7